Entry 1:
The following is a quantum chemistry calculation of a structure of composition C30H62ClLiO12, from the OMol25 dataset.

Cartesian coordinates (Å):
Li  -1.1358  0.9541  -2.6227
Cl  -0.5361  -0.5914  -0.3912
O  -1.2501  -0.9743  -1.6239
O  -1.5035  -0.4493  0.6469
O  0.5277  -1.4907  -0.0880
O  0.0321  0.7135  -0.7278
C  6.0475  -0.3468  -0.5711
C  4.7524  0.0890  0.1209
C  3.7671  -0.1575  -1.0226
O  4.4354  0.3129  -2.1867
C  5.8520  0.2319  -1.9783
H  6.0291  -1.4395  -0.5818
H  6.9839  -0.0019  -0.1381
H  4.7547  1.1484  0.3840
H  4.5263  -0.5245  0.9914
H  2.8018  0.3424  -0.9036
H  3.4855  -1.2153  -1.0679
H  6.2311  1.2575  -2.0005
H  6.3199  -0.3763  -2.7518
C  -1.9486  -4.6178  2.5924
C  -1.7120  -4.0043  3.9706
C  -1.8358  -2.5162  3.6837
O  -2.8686  -2.4323  2.7130
C  -2.6568  -3.5026  1.8193
H  -2.4907  -5.5609  2.6692
H  -1.0214  -4.8825  2.0755
H  -0.7515  -4.2521  4.4280
H  -2.4934  -4.2931  4.6757
H  -0.9047  -2.1347  3.2375
H  -2.1335  -1.9224  4.5452
H  -2.0664  -3.1109  0.9803
H  -3.5783  -3.8476  1.3473
C  0.7941  4.8205  -2.0095
C  -0.6452  5.1117  -2.4796
C  -0.8634  4.0275  -3.5177
O  -0.1934  2.8884  -2.9803
C  1.0645  3.3773  -2.4685
H  0.9094  5.0060  -0.9426
H  1.5046  5.4914  -2.4969
H  -0.7535  6.1269  -2.8554
H  -1.3425  4.9761  -1.6526
H  -0.4410  4.2918  -4.4996
H  -1.9033  3.7624  -3.7203
H  1.7764  3.3644  -3.2984
H  1.3996  2.7015  -1.6864
C  2.4823  -4.4770  0.8773
C  3.0828  -5.0010  2.1734
C  4.5650  -5.0217  1.7992
O  4.7661  -3.8648  1.0022
C  3.5263  -3.4630  0.4062
H  1.4841  -4.0382  0.9354
H  2.3708  -5.2562  0.1162
H  2.7022  -5.9815  2.4543
H  2.9078  -4.2839  2.9767
H  4.8057  -5.9496  1.2699
H  5.1931  -4.9181  2.6851
H  3.6317  -3.4914  -0.6807
H  3.2698  -2.4522  0.7246
C  -3.8186  2.3919  3.5625
C  -5.2874  2.4128  3.1183
C  -5.2597  1.4028  1.9783
O  -4.3577  0.4050  2.4045
C  -3.4740  0.9124  3.4050
H  -3.6828  2.8061  4.5601
H  -3.2439  2.9962  2.8533
H  -5.6658  3.4124  2.8992
H  -5.9186  2.0376  3.9313
H  -4.9742  1.8709  1.0253
H  -6.2349  0.9310  1.8382
H  -2.4468  0.7705  3.0662
H  -3.6663  0.3690  4.3336
C  0.3154  3.3303  3.6973
C  1.0654  2.4519  2.6829
C  1.0675  3.3243  1.4283
O  1.0849  4.6710  1.8670
C  0.3625  4.7571  3.0935
H  0.7499  3.3403  4.6962
H  -0.7278  3.0401  3.8322
H  0.4982  1.5475  2.4634
H  2.0512  2.2001  3.0656
H  0.1703  3.0681  0.8462
H  1.9158  3.1404  0.7678
H  -0.6428  5.1597  2.9239
H  0.8953  5.4829  3.7098
C  1.9282  -0.3534  -5.1328
C  1.3494  0.7767  -5.9756
C  -0.1054  0.8150  -5.5039
O  -0.0613  0.3742  -4.1401
C  1.2068  -0.1783  -3.8023
H  3.0121  -0.3480  -5.1041
H  1.5393  -1.2974  -5.5260
H  1.4370  0.5798  -7.0434
H  1.8151  1.7396  -5.7571
H  -0.7381  0.1549  -6.1001
H  -0.4930  1.8339  -5.4921
H  1.1243  -1.1410  -3.2950
H  1.7436  0.4731  -3.1041
C  -5.7166  -2.1432  -2.1075
C  -4.8803  -2.6564  -0.9486
O  -4.4912  -1.6121  -0.0754
H  -6.3436  -2.8948  -2.5847
H  -5.0665  -1.6788  -2.8564
H  -6.3698  -1.3502  -1.7358
H  -3.9906  -3.2028  -1.2801
H  -5.4783  -3.3195  -0.3201
H  -3.9494  -0.9553  -0.5217

Force components x, y, z for each atom (eV/Å):
0.862 -0.198 0.352
-0.700 0.851 -0.956
0.089 -0.282 -0.011
0.447 -0.263 0.362
-0.248 -0.338 0.140
0.182 0.578 0.005
-0.315 -0.001 -0.236
-0.079 -0.200 -0.272
-0.400 0.120 0.645
-0.167 -0.288 -0.280
-0.176 0.063 0.553
0.265 0.015 -0.120
-0.072 -0.003 0.207
0.052 -0.023 0.091
0.002 0.138 0.104
0.193 0.369 -0.095
0.402 -0.081 -0.337
0.191 -0.070 -0.227
-0.027 0.074 -0.114
0.524 -0.478 -0.128
0.238 0.178 0.400
-0.123 -0.083 -0.465
-0.416 -0.077 0.505
-0.043 0.041 -0.887
-0.316 0.183 -0.087
0.123 0.144 0.218
-0.011 -0.090 -0.124
-0.041 -0.069 -0.076
0.030 0.104 0.203
0.092 0.105 -0.014
0.294 -0.239 0.093
-0.288 0.286 0.428
0.205 0.370 -0.089
0.178 -0.046 0.132
-0.199 0.000 -0.348
-0.329 -0.015 0.119
-0.237 0.047 -0.029
-0.044 -0.329 0.062
-0.079 -0.006 -0.064
-0.072 -0.039 -0.112
-0.034 -0.009 -0.024
0.226 0.051 0.175
-0.026 -0.016 0.283
0.111 -0.038 0.084
-0.071 -0.053 0.013
-0.468 0.129 -0.632
0.025 -0.018 -0.356
-0.396 0.190 0.688
0.072 0.103 -0.183
-0.129 -0.466 -0.003
0.120 0.147 0.343
0.261 -0.201 0.215
-0.001 0.025 0.102
-0.003 -0.077 0.087
0.149 0.097 -0.138
0.170 -0.175 -0.116
0.017 0.170 -0.001
0.101 0.032 0.042
-0.384 0.269 -0.348
0.023 0.100 0.469
-0.622 0.177 0.347
0.185 -0.028 -0.195
-0.129 0.283 -0.133
0.140 -0.152 0.064
0.111 -0.026 0.092
0.123 -0.055 -0.345
0.063 -0.135 -0.071
0.236 -0.082 0.056
0.055 -0.018 -0.127
0.038 -0.202 0.140
0.184 -0.095 -0.002
-0.282 0.659 0.162
-0.544 0.104 0.109
0.003 -0.496 0.012
-0.007 -0.068 -0.183
0.131 -0.021 -0.015
0.181 -0.191 -0.083
0.047 -0.180 -0.156
0.242 -0.192 0.161
0.136 0.001 -0.233
-0.098 0.333 0.025
0.138 0.169 0.106
-0.001 -0.118 -0.121
-0.005 -0.100 0.101
-0.702 0.037 -0.112
-0.255 0.096 -0.082
0.643 0.205 0.076
-0.710 -0.385 0.134
1.272 -0.218 0.236
0.037 -0.126 0.260
0.431 -0.051 -0.259
-0.043 0.091 -0.011
0.174 -0.092 0.036
-0.117 -0.005 0.123
-0.201 -0.057 -0.168
-0.508 0.069 0.015
-0.122 0.227 -0.194
0.165 0.488 -0.088
-0.016 0.142 0.256
-0.274 0.043 0.177
0.156 -0.156 -0.028
-0.094 -0.119 -0.091
-0.075 -0.113 0.054
-0.114 -0.111 -0.162
0.051 -0.072 -0.066
0.230 -0.169 -0.065

Output
Net charge ... 0
Gap between HOMO and LUMO ... 8.53 eV

=====

Entry 2:
The following is a quantum chemistry calculation of a structure of composition C28H21N4PdS, from the OMol25 dataset.

Cartesian coordinates (Å):
Pd  2.3102  -0.4642  0.1552
N  3.5176  -4.6116  0.5268
C  3.0074  -3.3541  0.2135
S  3.4271  -2.0635  1.3204
N  2.3166  -3.2415  -0.8717
N  1.9112  -1.9531  -1.0983
C  1.1349  -1.6561  -2.1456
C  0.6419  -2.6861  -3.0816
C  0.8662  -2.5623  -4.4515
C  0.3838  -3.5117  -5.3409
C  -0.3256  -4.6056  -4.8709
C  -0.5476  -4.7431  -3.5059
C  -0.0676  -3.7953  -2.6205
C  0.7853  -0.2895  -2.2722
C  -0.0912  0.2510  -3.2473
C  -0.3226  1.5961  -3.2907
C  0.3081  2.4499  -2.3622
C  1.1092  1.8743  -1.4043
N  1.3437  0.5597  -1.3363
H  3.6214  -4.7672  1.5169
H  3.0320  -5.3559  0.0481
H  1.4319  -1.7147  -4.8176
H  0.5709  -3.3993  -6.4017
H  -0.7010  -5.3502  -5.5618
H  -1.0991  -5.5967  -3.1318
H  -0.2316  -3.9061  -1.5574
H  -0.5831  -0.4165  -3.9407
H  -1.0025  1.9983  -4.0320
H  0.1461  3.5176  -2.3589
H  1.5782  2.4575  -0.6230
C  2.1591  1.0739  1.5433
C  1.1237  1.5224  2.0623
C  -0.1060  1.9368  2.5347
C  -0.8487  1.0484  3.4296
C  -1.7652  1.5272  4.3737
C  -2.4295  0.6580  5.2224
C  -2.1960  -0.7086  5.1505
C  -1.2794  -1.1960  4.2278
C  -0.6084  -0.3329  3.3793
C  -0.6629  3.2011  2.0463
C  -2.0421  3.4198  1.9392
C  -2.5375  4.6005  1.4114
C  -1.6736  5.5972  0.9802
C  -0.3019  5.3929  1.0746
C  0.1968  4.2134  1.5960
H  -1.9401  2.5925  4.4532
H  -3.1278  1.0525  5.9510
H  -2.7182  -1.3879  5.8130
H  -1.0803  -2.2588  4.1647
H  0.1167  -0.7120  2.6666
H  -2.7296  2.6401  2.2396
H  -3.6092  4.7337  1.3243
H  -2.0631  6.5192  0.5670
H  0.3867  6.1579  0.7362
H  1.2650  4.0489  1.6569

Force components x, y, z for each atom (eV/Å):
0.109 0.413 -0.052
-0.034 -0.023 -0.045
0.073 -0.106 -0.047
-0.062 -0.022 0.203
0.031 0.049 0.047
0.096 0.011 0.227
-0.054 0.125 -0.043
0.024 0.000 -0.061
-0.007 -0.009 0.011
-0.003 -0.010 -0.012
-0.021 -0.032 -0.018
-0.018 -0.042 -0.042
0.024 0.019 0.040
0.152 -0.106 -0.065
0.002 -0.012 -0.015
-0.021 -0.001 -0.017
0.041 0.000 0.044
-0.088 -0.038 0.021
-0.160 0.165 0.168
0.006 0.007 -0.011
0.008 0.004 0.018
0.009 0.012 0.010
0.001 0.000 -0.011
-0.004 -0.007 -0.007
-0.009 -0.011 0.006
0.004 0.006 0.007
0.004 -0.006 -0.003
0.005 0.018 -0.004
-0.009 0.014 -0.013
-0.030 0.034 -0.015
-0.530 -0.684 -0.378
0.483 0.089 -0.049
-0.018 0.258 -0.004
0.062 -0.104 -0.019
-0.008 -0.002 -0.026
-0.024 -0.009 0.025
-0.042 -0.029 0.051
0.057 -0.010 -0.062
-0.014 0.003 0.065
0.094 -0.085 0.071
-0.033 0.007 -0.012
-0.026 -0.012 0.009
-0.007 0.054 -0.018
0.021 -0.001 -0.001
-0.032 0.027 -0.033
0.009 -0.004 0.011
-0.004 -0.007 0.007
-0.003 0.004 0.004
-0.016 -0.007 0.017
-0.041 0.029 0.036
0.007 0.010 -0.013
0.001 0.018 -0.007
-0.004 0.003 -0.002
-0.013 0.012 -0.005
0.011 -0.015 0.011

Output
Spin multiplicity ... 3
Net charge ... -1
Gap between HOMO and LUMO (spin up / spin down) ... 5.44 / 6.45 eV
ΔE to the lowest compared entry with this formula, charge and spin ... 11.3 kcal/mol

=====

Entry 3:
The following is a quantum chemistry calculation of an isolated molecule of ClH2O2P, from the OMol25 dataset.

Cartesian coordinates (Å):
O  0.3142  1.5903  -0.3158
P  -0.1161  0.2735  0.2849
O  0.7537  -0.8503  -0.4179
Cl  -2.1035  -0.2636  0.2031
H  0.0424  0.0186  1.6349
H  1.1093  -0.7685  -1.3892

Force components x, y, z for each atom (eV/Å):
-1.610 -1.834 1.603
1.278 2.351 -2.560
0.548 -1.115 -1.793
0.798 0.264 -0.263
0.329 -0.025 0.127
-1.343 0.360 2.886

Output
SMILES ... O=[P@H](O)Cl
Net charge ... 0
Gap between HOMO and LUMO ... 11.56 eV
ΔE to the lowest compared entry with this formula, charge and spin ... 8.0 kcal/mol

=====

Number 1: E_tot -2550.56651 hartree. Number 2: E_tot -1824.68518 hartree. Number 3: E_tot -953.28912 hartree.